(1)
Here is a 2-piece molecular cluster, C11H19N2Si overall in a non-equilibrium geometry from OMol25. Energies are from the ωB97M-V functional and the def2-TZVPD basis.

Relative energy (zero: lowest compared OMol25 entry of this formula, charge and spin)   112.8 kJ/mol
LUMO   -0.1001 Ha
Multiplicity   1
HOMO level   -12.75 eV
Charge   +1
Gap between HOMO and LUMO   10.026 eV

Atoms and positions in Å:
C  3.411  3.379  1.895
C  2.625  3.668  0.816
C  3.077  2.271  2.688
C  1.424  2.966  0.580
C  1.954  1.510  2.402
C  1.087  1.925  1.345
C  -0.157  1.205  1.166
C  -0.849  0.553  -2.035
C  -0.014  -2.176  0.453
C  -0.926  -2.873  -2.587
C  -3.143  -2.636  -0.023
N  -1.636  -0.357  -1.226
N  -1.152  0.616  1.222
Si  -1.429  -2.221  -0.827
H  4.230  3.883  2.271
H  2.935  4.479  0.086
H  3.837  1.978  3.447
H  0.962  3.291  -0.413
H  1.574  0.585  3.077
H  -1.341  1.483  -2.067
H  0.128  0.631  -1.640
H  -0.611  -0.015  -2.892
H  -0.404  -1.623  1.448
H  0.365  -3.191  0.731
H  0.961  -1.621  0.163
H  -0.078  -3.530  -2.425
H  -1.688  -3.500  -3.062
H  -0.769  -2.110  -3.230
H  -2.982  -3.704  0.427
H  -3.255  -1.987  0.891
H  -3.876  -2.656  -0.768
H  -2.655  -0.222  -1.627
H  -1.608  0.002  -0.288

Atoms 1-2, force components in eV/Å:
C -1.7106 -1.8225 0.5023
C 0.0440 1.4505 -1.2863

Löwdin atomic charge list, values in e, 8 entries: -0.059 -0.060 -0.063 -0.059 -0.020 -0.255 -0.111 -0.060


(2)
Here is one molecule with the formula C2H3N5O2 in a non-equilibrium geometry from OMol25. Energies are from the ωB97M-V functional and the def2-TZVPD basis.

Relative energy (zero: lowest compared OMol25 entry of this formula, charge and spin)   342.2 kJ/mol
LUMO   0.0178 Ha
Multiplicity   1
HOMO level   -10.49 eV
Gap between HOMO and LUMO   10.969 eV

Atoms and positions in Å:
C  1.064  0.563  1.361
C  -0.760  -0.640  -0.768
H  0.720  2.343  1.514
H  2.042  0.673  1.898
H  0.955  -1.395  1.639
N  0.334  1.530  1.019
N  0.835  -0.706  0.868
N  -2.039  -0.847  -1.240
N  -1.989  -0.405  -2.427
N  0.089  -0.218  -1.660
O  -0.518  -0.866  0.512
O  -0.731  -0.030  -2.717

Atoms 1-2, force components in eV/Å:
C 1.0557 1.0859 -0.2853
C 0.6289 -0.2980 -0.0159

Löwdin atomic charge list, values in e, 8 entries: -0.306 -0.455 0.060 0.141 0.157 0.119 0.017 0.134